# 1
92
Properties=species:S:1:pos:R:3:forces:R:3:mulliken_charge:R:1 method="wB97M-V/def2-TZVPD" homo_ev=-2.472 e_above_lowest_kcal_mol=83.7 total_charge=-1 lumo_energy_ha=0.0775 spin_multiplicity=1 total_energy_ev=-141391.0728
Tl -2.057116 -24.804143 -4.612603 -1.3 0.7 1.4 0.84
F -1.978510 -28.029264 -0.600539 -0.5 -0.1 -0.3 -0.35
C -2.840361 -27.596452 -1.586669 -0.3 0.1 0.8 0.26
C -2.755956 -26.294941 -2.049633 -0.2 -2.2 0.0 -0.43
C -3.513239 -26.072897 -3.167509 -0.8 2.7 -0.6 0.37
C -4.527676 -26.815503 -3.722707 0.2 -1.8 1.7 -0.32
C -4.706922 -28.021449 -3.002766 -0.2 0.2 -0.6 0.63
F -5.777929 -28.824974 -3.278604 -0.1 -0.5 0.2 -0.37
C -3.868578 -28.472158 -1.995500 0.6 -0.1 0.4 -0.94
C -5.462169 -26.274994 -4.733574 -0.3 0.9 -0.9 -0.02
C -6.663877 -26.919864 -5.100305 -0.6 0.8 -0.2 -0.85
C -7.635823 -26.196971 -5.827229 1.7 1.0 1.0 -0.47
C -7.307671 -24.867959 -6.236593 -0.5 -1.6 -0.2 -0.72
C -6.052247 -24.348648 -5.952061 0.4 -0.7 0.3 -0.35
N -5.162688 -25.032169 -5.219745 -0.2 -0.6 0.3 0.32
H -2.099983 -25.546988 -1.621207 0.3 0.0 0.0 0.31
H -4.019910 -29.449242 -1.490828 0.1 0.9 -0.6 0.38
H -6.896941 -27.909109 -4.714986 0.1 0.4 -0.2 0.50
H -8.634647 -26.614317 -5.843403 0.0 0.1 -0.7 0.36
H -7.983330 -24.321134 -6.868969 -0.3 0.3 0.1 0.43
H -5.740341 -23.347564 -6.288372 -0.1 -0.5 0.2 0.46
C -1.364485 -16.885650 -3.879721 0.2 -0.3 -0.6 -1.77
C -1.795686 -18.267406 -4.266294 -0.2 0.5 -0.7 0.24
C -2.706878 -18.470562 -5.286118 -0.3 0.8 -1.0 -0.48
C -3.082532 -19.740195 -5.716915 -0.7 0.3 0.6 0.47
C -4.067955 -19.968378 -6.812342 -0.9 -0.8 1.7 -0.08
O -5.065649 -20.687070 -6.652043 1.3 1.0 -0.7 -0.72
C -3.793077 -19.313534 -8.102007 0.6 1.2 -1.7 0.31
C -2.718040 -18.414301 -8.301809 0.2 -0.7 0.5 -0.20
C -2.438508 -17.856811 -9.554302 0.1 -0.2 0.8 -0.82
C -3.223359 -18.189885 -10.637114 -1.1 -0.7 0.3 -0.34
C -4.259231 -19.156536 -10.476880 0.7 0.6 -0.4 -0.65
C -4.567921 -19.658704 -9.222280 0.9 0.4 0.2 -0.51
C -2.631216 -20.876513 -4.983842 0.4 -1.5 -0.8 0.40
O -2.792196 -22.048373 -5.458387 -0.2 -0.1 0.5 -0.63
C -1.824285 -20.643241 -3.813031 -1.0 -1.2 -0.2 -0.58
C -1.344308 -19.387880 -3.600450 0.3 -0.1 1.4 0.14
C -1.572220 -21.842774 -2.913868 0.5 1.1 -1.3 -0.60
N -2.443709 -22.535591 -2.321258 -0.8 -0.2 0.4 -0.03
C -3.860390 -22.184375 -2.338885 1.0 -0.3 0.7 0.31
C -4.444983 -22.383614 -0.935622 -1.6 0.5 -0.2 -1.51
Te -4.496747 -20.530830 0.331104 0.4 -1.1 -0.4 0.14
C -2.912880 -21.056425 1.646093 0.3 0.2 0.7 -0.08
C -1.735033 -20.292703 1.678835 -0.2 -0.3 -0.6 -0.25
C -0.680789 -20.589304 2.540361 -0.1 -0.2 0.3 -0.47
C -0.805965 -21.663756 3.436252 -0.3 0.2 -0.6 -0.40
C -1.983400 -22.418113 3.415373 0.7 -0.8 0.6 -0.35
C -3.034175 -22.103584 2.570856 0.0 0.5 -0.3 -0.36
C -0.152213 -22.246965 -2.721131 0.0 1.1 -0.5 0.82
C 0.905584 -21.579919 -3.383567 0.5 -0.8 0.2 -0.01
C 2.217396 -21.807013 -2.968122 -0.9 -0.5 0.8 -0.83
C 2.461325 -22.705754 -1.892144 0.0 0.3 -1.3 -0.55
C 1.430013 -23.451736 -1.345238 -0.8 -0.6 0.3 -0.80
C 0.100051 -23.188311 -1.769030 1.2 -1.4 1.9 0.10
H -1.281665 -16.219007 -4.741262 0.1 -0.1 -0.1 0.37
H -0.410487 -16.930159 -3.377717 0.3 0.2 0.2 0.40
H -2.087751 -16.440703 -3.234983 -0.5 0.5 0.8 0.31
H -3.095669 -17.584736 -5.848861 0.3 -0.7 0.7 0.68
H -2.046397 -18.209851 -7.450086 -0.4 -0.1 -0.8 0.45
H -1.551952 -17.228084 -9.643810 -0.4 0.1 -0.1 0.37
H -3.103217 -17.661536 -11.570752 0.2 -0.3 -0.3 0.39
H -4.732385 -19.546639 -11.381707 -0.2 0.3 0.4 0.35
H -5.352209 -20.351025 -9.019079 -0.5 -0.5 -0.2 0.56
H -0.631925 -19.274110 -2.794314 0.1 0.2 0.2 0.44
H -4.361108 -22.855912 -3.033729 -0.1 0.0 -0.2 -0.13
H -3.967604 -21.157389 -2.635882 -0.4 0.5 -0.5 0.41
H -3.937532 -23.154747 -0.366663 0.1 0.0 0.1 0.35
H -5.534179 -22.667955 -1.039922 1.1 0.3 0.3 0.53
H -1.626319 -19.502561 0.938013 0.1 -0.1 0.2 0.31
H 0.230440 -19.987040 2.458522 -0.3 -0.3 0.2 0.33
H -0.017788 -21.953781 4.124878 0.0 0.2 -0.2 0.36
H -2.016943 -23.334540 4.049634 -0.2 0.9 -0.4 0.29
H -3.962131 -22.642052 2.650063 -0.1 -0.3 -0.2 0.40
H 0.711845 -21.001538 -4.280193 -0.1 0.2 0.3 0.46
H 3.049318 -21.302630 -3.444866 0.0 -0.1 0.0 0.41
H 3.503147 -22.852265 -1.673888 0.2 -0.3 0.5 0.40
H 1.573437 -24.277170 -0.587921 0.1 1.2 -0.9 0.36
H -0.727170 -23.722607 -1.246520 0.7 0.7 -0.7 0.14
C -1.722607 -23.172690 -9.140812 -0.9 0.0 -0.3 -0.55
As -0.806883 -24.670071 -8.408963 2.0 -0.5 3.7 0.52
C -1.928031 -26.307581 -8.409320 0.0 0.2 -1.2 -0.97
C 0.957902 -25.072725 -9.126093 0.4 -0.7 -2.1 -0.99
S -0.130332 -24.335065 -6.326075 0.8 0.4 -3.4 -0.45
H -2.646936 -23.585390 -9.562161 0.1 0.3 -0.1 0.35
H -1.199934 -22.588612 -9.901357 0.1 -0.2 0.2 0.44
H -1.987638 -22.565659 -8.267389 0.1 0.0 -0.1 -0.12
H -2.481481 -26.353592 -9.381956 0.6 -0.2 0.7 0.38
H -2.680860 -26.311066 -7.611839 0.4 0.3 0.0 0.22
H -1.232742 -27.161902 -8.282207 -0.5 0.5 -0.1 0.34
H 0.856777 -25.993422 -9.768813 0.4 0.7 0.5 0.31
H 1.773889 -25.209725 -8.376184 -1.3 0.1 -0.3 0.30
H 1.262593 -24.245347 -9.806363 -0.2 -0.5 0.4 0.30



# 2
89
Properties=species:S:1:pos:R:3:forces:R:3:mulliken_charge:R:1 method="wB97M-V/def2-TZVPD" homo_ev=-9.256 total_charge=0 lumo_energy_ha=-0.0517 spin_multiplicity=1 total_energy_ev=-102877.8331
C -5.156887 -1.803921 -0.022342 0.2 0.2 0.5 -1.15
C -4.189278 -1.153825 0.644059 -0.2 -0.2 -0.8 -0.36
C -2.789360 -1.692782 0.787835 -0.9 -0.7 1.9 -1.35
C -1.675424 -0.697409 1.108315 0.4 -1.1 0.6 0.62
O -0.646942 -1.544167 1.625644 -0.1 0.4 -0.4 -0.54
C 0.462467 -0.896208 2.215502 -0.1 -1.2 -0.1 1.68
C 1.239485 -2.050507 2.867643 0.0 -0.2 0.1 -2.80
C 0.598875 -2.786301 4.058222 -0.1 -1.3 1.3 0.59
N 1.370478 -4.053055 4.131733 0.2 0.5 0.0 -0.75
N 0.747134 -2.111708 5.366992 0.2 0.7 -0.6 -0.47
N -0.775587 -3.203696 3.844923 0.0 0.2 -0.4 -0.67
C 0.141112 0.192304 3.267578 0.5 1.2 -0.9 0.50
C 1.288934 0.652223 4.155185 0.2 0.0 -0.3 -1.76
F -0.995874 -0.073625 3.988059 0.0 -0.5 0.2 -0.46
C 1.230559 -0.209459 1.054255 1.2 0.4 2.0 0.27
C 2.426387 -1.017490 0.541980 -0.1 -0.5 -0.9 -2.79
I 3.911771 0.053971 -0.639358 -0.2 0.1 0.2 0.16
C 2.234709 -2.387042 -0.115433 1.6 -0.3 0.2 -0.24
C 3.441043 -3.288791 0.262975 -0.8 -0.1 0.6 -1.48
N 0.330206 0.547978 0.054573 0.8 -0.5 -1.0 1.48
F 0.769128 0.019499 -1.178866 -0.3 -0.1 0.1 -0.10
C 0.830922 1.958054 0.012080 0.6 1.5 -0.3 -0.96
C 0.418901 2.945345 -1.068154 0.3 0.1 -0.5 -0.78
C 1.202934 2.782741 -2.383642 0.3 0.8 -0.2 -0.83
O 0.332456 2.834283 -3.469572 -0.2 -1.1 0.3 -0.44
C 0.770184 2.039337 -4.562561 -0.1 0.3 -0.3 -0.72
C -1.193536 0.324065 0.012730 -2.0 0.2 0.8 2.54
C -2.045004 1.579512 0.366800 0.0 0.9 0.3 -3.26
B -1.834632 2.571940 1.593837 0.5 0.2 0.2 0.73
O -2.245222 2.204325 2.843909 0.4 -0.4 -0.3 -0.54
O -1.304867 3.841094 1.401197 0.2 -0.6 -0.3 -0.56
C -1.711638 0.028779 -1.473178 -0.8 0.8 -0.7 0.49
F -1.241572 1.004552 -2.287717 0.6 -0.7 0.5 -0.03
F -3.058402 0.285364 -1.485370 0.4 -0.5 0.5 -0.30
C -1.698811 -1.328747 -2.295314 -0.7 0.0 -2.5 0.07
F -2.848241 -2.031537 -2.130567 0.7 0.2 0.9 -0.21
F -1.818538 -0.905623 -3.602513 0.4 0.3 0.6 -0.30
C -0.562511 -2.349415 -2.383630 -0.2 -0.9 -0.2 0.73
F 0.601545 -1.806795 -2.790994 -0.4 0.1 0.4 -0.34
F -0.452577 -2.970826 -1.184323 0.3 0.5 0.0 -0.36
C -0.822762 -3.526945 -3.405220 1.3 -0.6 0.2 0.54
F -1.855992 -4.296296 -3.065038 0.1 0.6 -0.5 -0.22
F -0.856004 -3.129193 -4.672612 -0.5 -0.2 0.6 -0.21
F 0.294388 -4.300656 -3.267438 -0.6 0.3 -0.1 -0.25
H -5.858472 -1.260909 -0.641327 -0.9 0.1 1.0 0.29
H -5.275826 -2.877231 0.066342 0.8 -0.3 -1.2 0.31
H -4.449651 -0.219557 1.133306 0.4 0.7 -0.9 0.50
H -2.825397 -2.274414 1.719476 0.4 0.0 0.1 0.78
H -2.533686 -2.459477 0.072170 0.1 0.3 -0.5 0.32
H -2.056538 -0.168884 1.979592 0.1 0.7 -0.3 0.39
H 1.417791 -2.854878 2.167824 -0.3 0.1 -0.3 -0.06
H 2.235772 -1.749952 3.181635 0.0 0.3 0.2 1.11
H 2.316872 -3.800339 4.407392 0.1 -0.1 -0.1 0.33
H 1.017903 -4.580936 4.923555 -0.2 -0.2 -0.1 0.35
H 1.315905 -2.619515 6.020600 -0.1 -0.1 0.1 0.22
H -0.129044 -1.818717 5.765113 -0.1 0.0 0.1 0.18
H -1.080684 -3.676164 4.686399 -0.1 -0.1 0.0 0.37
H -1.395365 -2.416453 3.711415 0.0 0.1 -0.1 0.22
H -0.034579 1.103714 2.679548 -0.7 -0.1 0.0 0.06
H 0.865681 1.313615 4.904925 0.0 0.0 0.2 0.51
H 1.962857 1.276600 3.566308 0.1 0.0 -0.1 0.32
H 1.868504 -0.131949 4.616679 -0.2 -0.1 0.2 0.35
H 1.757408 0.574915 1.593493 -0.2 0.5 -0.4 0.45
H 3.039583 -1.167539 1.419109 -0.2 0.1 0.4 1.48
H 1.369336 -2.920685 0.247633 -0.5 0.3 -0.3 0.44
H 2.274450 -2.285784 -1.190077 -0.7 0.0 -0.2 0.64
H 3.167253 -3.861722 1.149873 0.1 -0.1 0.1 0.31
H 4.324436 -2.719033 0.534975 0.3 0.0 -0.4 0.34
H 3.637747 -4.025727 -0.505925 0.3 0.1 -0.2 0.41
H 1.910105 1.885030 -0.112392 0.1 -0.6 0.0 0.52
H 0.769023 2.418504 0.992551 -0.7 -0.5 0.3 0.64
H 0.724195 3.913831 -0.677078 -0.1 0.1 0.4 0.82
H -0.631069 3.054717 -1.295115 -0.1 -0.2 0.1 0.11
H 1.903499 3.620313 -2.479818 0.1 0.1 0.1 0.44
H 1.835022 1.892298 -2.378751 -0.2 -0.3 -0.1 0.30
H 1.326164 1.142020 -4.270439 0.0 0.0 0.4 0.26
H 1.394920 2.653138 -5.204338 0.0 -0.1 -0.3 0.30
H -0.115961 1.692547 -5.084073 -0.1 0.2 -0.2 0.26
H -3.030783 1.192136 0.609974 -0.1 -0.3 -0.3 0.43
H -2.180795 2.239750 -0.480807 0.0 -0.1 -0.3 0.34
H -1.777782 2.741184 3.491728 -0.5 0.3 0.4 0.32
H -0.473557 3.990584 1.855036 -0.1 0.5 0.2 0.41
F 0.161133 5.998132 -7.253837 0.3 0.3 -0.1 -0.34
P 1.224899 6.136021 -5.991651 -0.3 0.6 -0.1 0.98
F 1.319622 4.516777 -6.331682 0.0 -0.3 0.5 -0.32
F 1.577475 7.607192 -6.659118 -0.1 0.1 0.3 -0.33
F 2.878608 6.077488 -6.021091 -0.1 -0.4 -0.1 -0.34
F 1.392037 5.642780 -4.401995 0.6 -0.1 0.0 -0.29
F -0.002968 6.957231 -5.239326 -0.3 -0.2 -0.3 -0.34



# 3
19
Properties=species:S:1:pos:R:3:forces:R:3:mulliken_charge:R:1 method="wB97M-V/def2-TZVPD" homo_ev=-8.211 e_above_lowest_kcal_mol=81.8 total_charge=0 lumo_energy_ha=0.0367 spin_multiplicity=1 total_energy_ev=-8460.8062
C -1.187081 -0.820979 2.421550 0.0 0.1 -0.2 -1.08
C -0.667391 -1.358081 1.059520 -0.1 -0.1 -0.4 -0.39
C 0.000037 -0.359958 0.100106 -0.1 -0.3 -0.6 0.02
C 0.326977 -0.476177 -2.082124 -0.1 -0.2 1.1 -0.73
C 1.022886 0.809890 -1.800929 0.2 0.1 0.3 -0.47
C 0.060390 1.655947 -0.915919 0.2 0.4 -0.1 -0.46
O -0.659977 0.825033 -0.016695 -0.1 0.1 0.1 -0.32
H -0.396968 -0.447588 3.086567 0.0 0.0 -0.3 0.30
H -1.921816 -0.021713 2.293901 0.1 -0.1 -0.1 0.29
H -1.686126 -1.636371 2.967216 0.2 0.2 -0.3 0.35
H 0.069186 -2.142730 1.284495 -0.2 0.1 -0.3 0.26
H -1.502204 -1.829532 0.542681 -0.1 -0.1 0.0 0.28
H 1.034052 -0.170163 0.476911 -0.2 -0.4 -0.8 0.16
H 0.878207 -1.393010 -2.254424 0.5 0.2 0.2 0.31
H -0.350124 -0.351669 -2.970638 -0.5 -0.3 1.5 0.26
H 1.346811 1.444934 -2.637130 -0.2 -0.3 -0.1 0.37
H 1.901640 0.546536 -1.214771 0.2 0.5 -0.1 0.25
H 0.653133 2.378087 -0.346601 -0.1 0.1 0.0 0.26
H -0.702618 2.180999 -1.500043 0.2 0.0 0.0 0.32